Entry from the OMol25 dataset: a structure of composition C33H45BN5O4P2Ru (the ωB97M-V functional and the def2-TZVPD basis).

**HOMO energy (spin up / spin down)**: -6.82 / -6.66 eV
**LUMO (spin up / spin down)**: -0.0054 / -0.0198 Eh

The geometry in ORCA input format:
```
! wB97M-V def2-TZVPD RIJCOSX def2/J DEFGRID3
* xyz 0 2
Ru 0.45220 0.49630 -0.65360
C -1.63890 -1.11310 -4.39600
C -1.23120 -0.81220 -2.95880
O -0.04990 -0.36340 -2.79500
C -2.19070 -1.11130 -1.98590
C -2.14580 -1.03550 -0.58590
C -3.31070 -1.56900 0.20570
N -1.11600 -0.54230 0.12580
N -1.19660 -0.66800 1.42100
C -0.49890 0.01120 2.29830
O 0.10150 1.25710 1.90310
C -0.49390 -0.32750 3.67240
C -1.31730 -1.37010 4.15930
C -1.35250 -1.66060 5.50050
C -0.57380 -0.95110 6.41070
C 0.27580 0.04380 5.93980
C 0.32320 0.35330 4.60060
H -0.86310 -0.77120 -5.07670
H -2.57710 -0.61750 -4.64250
H -1.77640 -2.18620 -4.52520
H -3.11340 -1.51560 -2.38610
H -4.14640 -1.81990 -0.44170
H -3.62560 -0.82130 0.93490
H -3.00840 -2.45450 0.76670
H -1.93690 -1.90430 3.45450
H -2.00230 -2.44690 5.86030
H -0.63240 -1.16700 7.46770
H 0.90980 0.58090 6.63110
H 0.99470 1.12870 4.25360
C 3.73120 -1.56620 -0.14690
P 2.49040 -0.36300 0.50080
C 3.12120 -0.17800 2.22600
C 3.09650 1.16400 -0.28200
C 4.36100 1.71830 -0.16750
C 4.65510 2.86370 -0.88070
C 3.68940 3.42620 -1.69880
C 2.42960 2.85600 -1.81210
C 2.09180 1.70900 -1.09960
P -1.04000 2.23480 -1.33270
C -0.74570 4.01600 -0.95010
C -1.34760 2.37370 -3.14780
H 4.73270 -1.29220 0.18280
H 3.69640 -1.55580 -1.23410
H 3.48980 -2.56480 0.20650
H 4.21040 -0.12670 2.22150
H 2.79840 -1.02040 2.83540
H 2.72090 0.74010 2.64990
H 5.10320 1.25370 0.46830
H 5.63620 3.30890 -0.81040
H 3.91790 4.31730 -2.26510
H 1.71300 3.31390 -2.48260
H -0.17840 4.48390 -1.75110
H -0.19230 4.10840 -0.02130
H -1.70170 4.53010 -0.84390
H -1.67590 3.37940 -3.40070
H -2.10940 1.65700 -3.44570
H -0.43090 2.13260 -3.68630
C 0.21610 -3.61280 1.21080
N 0.97270 -4.30210 0.18950
C 2.10270 -5.04440 0.70920
C 1.16790 -3.58330 -0.98400
N 0.94740 -2.33070 -1.00830
N 1.61420 -4.35150 -2.05070
C 1.11740 -5.69860 -2.23640
C 1.95500 -3.67920 -3.28530
H -0.10940 -4.33650 1.95780
H -0.65000 -3.15690 0.74220
H 0.78720 -2.81430 1.69820
H 2.71940 -4.42460 1.37500
H 2.73170 -5.39880 -0.10330
H 1.74260 -5.90080 1.28150
H 0.99670 -1.90260 -1.92920
H 0.60430 -6.03050 -1.33790
H 1.94240 -6.38410 -2.45480
H 0.40950 -5.73330 -3.07330
H 1.07140 -3.30420 -3.81950
H 2.48120 -4.38740 -3.92750
H 2.61800 -2.83940 -3.07640
O -0.06510 3.65710 2.07040
B -0.46420 2.36830 2.40770
O -1.56860 2.39820 3.25600
C -1.88120 3.71310 3.40190
C -2.91610 4.29020 4.10430
C -3.01490 5.67350 4.04840
C -2.12680 6.44070 3.30770
C -1.09090 5.85750 2.58650
C -0.97430 4.48670 2.66690
H -3.61890 3.68750 4.65660
H -3.81030 6.16210 4.58830
H -2.24300 7.51300 3.29040
H -0.41300 6.43730 1.98210
*
```


Entry from the OMol25 dataset: a structure of composition C33H45EuN5S (the ωB97M-V functional and the def2-TZVPD basis).

**HOMO energy (spin up / spin down)**: 1.37 / 1.19 eV
**LUMO (spin up / spin down)**: 0.1546 / 0.1547 Eh

The geometry in ORCA input format:
```
! wB97M-V def2-TZVPD RIJCOSX def2/J DEFGRID3
* xyz -2 8
Eu -0.45499 -0.19374 0.26097
N -2.66584 2.87313 2.07957
N -2.77473 -1.95536 -0.19554
C 1.80636 -1.01338 1.12063
C 0.84263 -0.90562 2.20984
C 0.74716 0.48839 2.54628
C -0.16018 1.11003 3.52656
H -0.57378 0.37430 4.21471
H -1.06627 1.61194 3.03521
H 0.34367 1.90335 4.07617
C 1.66000 1.21489 1.72471
C 1.88450 2.68835 1.76054
H 2.78669 2.97124 2.32809
H 1.03075 3.20075 2.22177
H 2.00186 3.08532 0.74275
C 2.31536 0.29500 0.85936
C 3.38839 0.65214 -0.11139
H 3.07234 1.48593 -0.75425
H 3.63372 -0.19556 -0.76520
H 4.32725 0.97229 0.37559
C 0.06321 -2.03644 2.79119
H 0.67063 -2.39638 3.63565
H -0.07819 -2.89641 2.10847
H -0.92944 -1.74845 3.17402
C 2.26968 -2.28289 0.50798
H 2.57053 -2.16136 -0.54138
H 1.49908 -3.06610 0.54588
H 3.13999 -2.65863 1.06867
C -3.17388 3.93975 1.54020
H -2.80273 4.84425 2.04539
C -4.06135 3.81074 0.44355
H -4.50485 4.78468 0.19700
C -4.30550 2.59171 -0.25659
H -4.99219 2.67364 -1.17311
C -3.63688 1.45314 0.24994
H -3.78830 0.49504 -0.29338
C -2.89856 1.64584 1.54329
C -2.08639 0.83133 2.46590
H -2.62543 -0.32150 2.81762
C -1.61473 -2.22841 -0.78900
C -3.27839 -3.08847 0.45132
H -4.12122 -2.90762 1.09572
C -2.84991 -4.12373 -0.31104
H -3.27417 -5.14854 -0.35529
N -1.69456 -3.59351 -0.99720
C -0.51443 -4.26296 -1.25234
C -0.22150 -5.40555 -0.50252
C 0.90008 -6.17509 -0.85481
H 1.02565 -7.14006 -0.35236
C 1.80982 -5.74375 -1.81344
C 2.92783 -6.61421 -2.24986
H 3.75290 -6.03232 -2.61298
H 2.60511 -7.24980 -3.05766
H 3.27375 -7.25475 -1.46060
C 1.60751 -4.49085 -2.40698
H 2.32807 -4.14974 -3.17253
C 0.49399 -3.69170 -2.07522
C 0.38112 -2.30443 -2.67331
H -0.67944 -1.95931 -2.68393
H 0.79647 -2.30076 -3.71101
H 0.98104 -1.53247 -2.11467
C -1.02606 -5.76294 0.70957
H -2.09662 -5.93216 0.50259
H -0.92604 -5.02762 1.54352
H -0.67915 -6.73826 1.08935
C 1.89856 2.96812 -2.53558
N 1.40596 3.98005 -1.58427
C 2.00784 5.32773 -1.64838
C 0.10610 3.82994 -1.17900
S -0.61771 2.27514 -1.25245
N -0.53435 4.99309 -0.76074
C -1.89145 5.36669 -1.18999
C -0.18534 5.49110 0.58503
H 2.77274 3.37165 -3.05083
H 1.11407 2.72240 -3.26665
H 2.16724 2.02853 -2.03506
H 1.21438 6.07830 -1.71433
H 2.63163 5.55040 -0.77424
H 2.62590 5.40615 -2.54489
H -2.50804 5.56795 -0.30866
H -1.86722 6.29828 -1.77697
H -2.36501 4.57444 -1.78079
H -0.57988 4.79486 1.33803
H 0.89048 5.60412 0.72473
H -0.66737 6.46472 0.68307
*
```


Calculated molar mass (g/mol), listed in the same order as above: 749.6 695.8
Calculated calculated total energy (a.u.), listed in the same order as above: -2661.68568 -2666.28641